Record 1
{
  "formula": "C29H29ClNO3Tc",
  "method": "wB97M-V/def2-TZVPD",
  "e_above_lowest_ev": 2.007,
  "charge": 1,
  "multiplicity": 4,
  "orbital_gap_ev": [6.022, 6.619],
  "elements": ["C", "C", "C", "H", "C", "C", "H", "C", "C", "C", "H", "C", "C", "H", "H", "H", "H", "H", "H", "Tc", "C", "C", "C", "H", "H", "H", "H", "H", "H", "C", "C", "H", "H", "O", "N", "C", "H", "C", "C", "H", "C", "H", "C", "H", "C", "H", "C", "H", "H", "H", "Cl", "C", "C", "C", "C", "C", "C", "C", "O", "O", "H", "H", "H", "H"],
  "positions_angstrom": [[-1.316, 0.611, 2.096], [-1.147, 1.671, 1.147], [-1.838, 1.302, -0.052], [-0.746, 2.654, 1.373], [-2.263, -0.090, 0.115], [-1.970, -0.468, 1.475], [-2.915, -0.635, -0.575], [2.868, 0.806, 0.299], [1.781, 1.624, 0.686], [1.000, 1.884, -0.518], [1.630, 2.109, 1.648], [1.539, 1.027, -1.572], [2.746, 0.463, -1.062], [-2.248, 1.957, -0.806], [-2.309, -1.396, 1.934], [-0.977, 0.659, 3.124], [3.499, -0.059, -1.642], [0.336, 2.705, -0.711], [3.664, 0.500, 0.976], [-0.098, 0.172, -0.117], [1.109, 1.269, -2.988], [1.835, 0.268, -3.908], [1.315, 2.713, -3.472], [2.898, 0.540, -3.981], [1.418, 0.270, -4.919], [1.793, -0.749, -3.500], [2.347, 3.060, -3.451], [0.701, 3.415, -2.897], [0.969, 2.767, -4.510], [-0.454, 1.163, -2.979], [-0.884, -0.269, -2.767], [-0.870, 1.618, -3.886], [-0.830, 1.833, -2.185], [-0.465, -0.865, -1.662], [-1.724, -0.867, -3.616], [-3.196, -0.642, -3.644], [-1.274, -1.498, -4.285], [-3.687, 0.727, -3.204], [-4.753, 0.787, -2.296], [-5.187, -0.148, -1.930], [-5.271, 2.012, -1.856], [-6.100, 2.026, -1.147], [-4.745, 3.214, -2.335], [-5.149, 4.175, -2.002], [-3.724, 3.166, -3.290], [-3.279, 4.088, -3.668], [-3.270, 1.932, -3.794], [-2.608, 1.903, -4.673], [-3.638, -1.390, -2.969], [-3.497, -0.835, -4.673], [1.551, -6.727, 5.012], [1.420, -5.280, 4.110], [1.878, -4.070, 4.672], [1.761, -2.885, 3.928], [1.188, -2.913, 2.645], [0.776, -4.117, 2.090], [0.877, -5.300, 2.821], [1.026, -1.651, 1.862], [1.303, -0.581, 2.418], [0.542, -1.742, 0.633], [2.324, -4.063, 5.661], [2.114, -1.937, 4.332], [0.375, -4.121, 1.079], [0.551, -6.245, 2.389]]
}

Record 2
{
  "formula": "C29H29N2O3S2Ti",
  "method": "wB97M-V/def2-TZVPD",
  "charge": 1,
  "orbital_gap_ev": 5.960,
  "elements": ["C", "C", "C", "H", "C", "C", "H", "C", "C", "C", "H", "C", "C", "H", "H", "H", "H", "H", "H", "Ti", "C", "C", "C", "H", "H", "H", "H", "H", "H", "C", "C", "H", "H", "O", "N", "C", "H", "C", "C", "H", "C", "H", "C", "H", "C", "H", "C", "H", "H", "H", "O", "S", "O", "N", "C", "S", "C", "C", "C", "C", "C", "C", "H", "H", "H", "H"],
  "positions_angstrom": [[2.212, -0.012, 1.356], [2.468, -0.703, 0.143], [2.190, 0.165, -0.935], [2.922, -1.708, 0.034], [1.603, 1.354, -0.396], [1.688, 1.281, 1.009], [1.146, 2.154, -0.985], [-0.917, -1.976, 1.950], [0.278, -2.471, 1.468], [0.204, -2.545, 0.035], [1.125, -2.832, 2.069], [-1.079, -2.017, -0.388], [-1.779, -1.680, 0.800], [2.173, -0.108, -2.009], [1.555, 2.159, 1.671], [2.571, -0.317, 2.364], [-2.816, -1.337, 0.851], [0.927, -3.040, -0.657], [-1.233, -1.868, 3.006], [-0.332, 0.128, 0.525], [-1.430, -1.528, -1.817], [-2.928, -1.379, -1.837], [-0.875, -2.432, -2.890], [-3.405, -2.305, -1.541], [-3.310, -1.091, -2.806], [-3.306, -0.601, -1.185], [-1.282, -3.425, -2.795], [0.207, -2.456, -2.826], [-1.116, -2.039, -3.890], [-0.618, -0.201, -2.056], [-1.288, 1.134, -1.868], [-0.020, -0.154, -2.926], [0.172, -0.154, -1.306], [-1.212, 1.368, -0.576], [-1.458, 1.898, -2.953], [-0.444, 2.662, -3.647], [-2.360, 2.433, -3.077], [0.842, 1.895, -3.931], [2.080, 2.491, -3.691], [2.099, 3.476, -3.245], [3.287, 1.856, -4.028], [4.238, 2.376, -3.856], [3.285, 0.576, -4.594], [4.225, 0.095, -4.889], [2.057, -0.055, -4.808], [2.029, -1.070, -5.235], [0.841, 0.621, -4.554], [-0.098, 0.117, -4.781], [-0.183, 3.486, -2.997], [-0.755, 3.082, -4.580], [1.803, 2.128, 5.667], [1.317, 1.022, 4.892], [2.186, -0.118, 4.651], [0.645, 1.501, 3.475], [-0.612, 1.170, 3.315], [-1.500, 1.511, 1.923], [-1.253, 0.648, 4.508], [-2.535, 0.113, 4.706], [-2.802, -0.559, 5.904], [-1.816, -0.711, 6.885], [-0.529, -0.195, 6.674], [-0.280, 0.483, 5.489], [-3.282, 0.241, 3.921], [-3.786, -0.969, 6.074], [-2.025, -1.241, 7.814], [0.290, -0.322, 7.376]]
}

Number 1: largest force on an atom 5.99 eV Å⁻¹. Number 2: largest force on an atom 6.71 eV Å⁻¹.